i.
13
Properties=species:S:1:pos:R:3:nbo_charge:R:1 method="wB97M-V/def2-TZVPD" smiles=[H][H].C1CS1.N total_charge=0
H -1.145 0.418 1.052 0.202
N 2.004 -0.953 -1.148 -1.059
C -1.713 0.435 -0.840 -0.493
C -0.790 0.008 0.235 -0.430
H 2.359 -1.887 -1.058 0.353
H 1.811 -0.875 -2.146 0.355
H 0.266 0.047 0.150 0.224
H 1.075 1.484 3.743 0.001
H 0.969 2.177 3.565 0.000
H -2.674 1.047 -0.538 0.228
S -1.926 -1.320 -0.545 0.053
H -1.334 0.508 -1.795 0.218
H 1.097 -1.088 -0.674 0.349

ii.
13
Properties=species:S:1:pos:R:3:nbo_charge:R:1 method="wB97M-V/def2-TZVPD" smiles=CCN.S total_charge=0
C 1.120 -0.723 0.179 -0.212
N -0.118 -0.778 0.976 -0.872
S -2.806 -0.084 -0.850 -0.299
H 1.850 -1.167 0.857 0.186
H -3.159 1.207 -0.982 0.149
H -3.626 -0.426 -1.868 0.153
C 1.578 0.734 0.042 -0.624
H 0.040 -0.318 1.859 0.348
H -1.056 -0.607 0.692 0.370
H 1.041 -1.229 -0.771 0.199
H 2.433 0.830 -0.648 0.200
H 0.795 1.320 -0.436 0.202
H 1.909 1.241 0.949 0.202

Energies relative to the most stable structure are i 41.2; ii 0.0, reported in kcal/mol.